Below is a 2-piece molecular cluster, C3H10NO overall, with properties calculated with the ωB97M-V functional and the def2-TZVPD basis.

```
15
Properties=species:S:1:pos:R:3:forces:R:3
C -1.56571 -0.52975 -1.70006 0.079 0.366 -1.410
N -1.75747 0.00437 -0.33394 -0.673 2.770 1.066
H -1.46949 -1.60890 -1.75398 -0.449 -0.033 0.439
H -0.64737 -0.15606 -2.16256 -0.018 0.220 0.574
H -2.37835 -0.14329 -2.33590 0.204 -0.566 0.338
H -1.94067 -0.62423 0.44547 0.377 -0.434 -0.249
H -1.03580 0.72730 -0.02968 0.746 -1.889 -0.249
H -2.51943 0.70149 -0.26819 -0.518 -0.936 -0.607
C 1.64490 -0.81151 1.43281 -0.335 2.720 -1.444
C 1.77048 0.22433 0.56374 -1.088 -2.326 -0.231
O 0.58454 0.99181 0.33798 1.496 1.428 1.244
H 1.04585 -0.46486 2.26350 -0.797 -1.270 0.167
H 1.98673 -1.78973 1.16591 1.095 -0.209 0.954
H 2.54543 0.33028 -0.18300 -0.243 0.080 -0.353
H 0.72756 1.91870 0.58494 0.124 0.078 -0.238
```
Positions in Å, forces in eV/Å.

Computed properties:
Net charge: +1
ΔE to the lowest compared entry with this formula, charge and spin: 54.0 kcal per mole
Frontier orbital gap: 9.6 eV
Calculated total energy: -249.967806 Eh
Molecular weight: 76.12 g mol⁻¹

Want to see where the charge sits? The Löwdin charges in e are: atom 1 (C): -0.02, atom 2 (N): 0.11, atom 3 (H): 0.10, atom 4 (H): 0.10, atom 5 (H): 0.11, atom 6 (H): 0.17, atom 7 (H): 0.12, atom 8 (H): 0.17, atom 9 (C): 0.05, atom 10 (C): -0.18, atom 11 (O): -0.11, atom 12 (H): 0.07, atom 13 (H): 0.07, atom 14 (H): 0.11, atom 15 (H): 0.12

Below is a 2-piece molecular cluster, C3H10NO overall, with properties calculated with the ωB97M-V functional and the def2-TZVPD basis.

```
15
Properties=species:S:1:pos:R:3:forces:R:3
C 0.09657 -1.30565 1.63968 -0.887 1.077 4.493
N 1.62106 -1.24670 0.70237 -4.943 2.402 -2.446
H -1.10262 -1.66750 1.92965 3.822 -0.931 -1.869
H 0.39890 -0.80771 2.71741 0.168 -1.878 -2.646
H 0.01948 -0.47241 1.09956 -2.694 3.180 -1.262
H 1.51768 -0.16009 0.99080 2.160 -3.070 -1.335
H 1.65405 -1.46809 -0.41317 -0.737 0.972 3.342
H 2.25485 -1.83319 1.08046 3.261 -1.793 2.133
O -0.13457 2.14972 0.19708 -0.408 -3.410 -2.251
C -0.53834 1.22915 -0.54097 -2.535 1.683 0.362
C -1.05178 1.25052 -1.99031 -0.195 5.882 -0.046
H -1.03403 0.23690 -0.19968 1.364 0.954 0.760
H -1.32014 0.33001 -2.33597 -0.956 -2.546 -0.575
H -0.38191 1.69520 -2.74293 0.231 -0.101 0.429
H -1.99921 2.06986 -2.13397 2.349 -2.422 0.910
```
Positions in Å, forces in eV/Å.

Computed properties:
Net charge: +1
ΔE to the lowest compared entry with this formula, charge and spin: 158.1 kcal per mole
Frontier orbital gap: 8.3 eV
Calculated total energy: -249.801781 Eh
Molecular weight: 76.12 g mol⁻¹

Want to see where the charge sits? The Löwdin charges in e are: atom 1 (C): 0.05, atom 2 (N): 0.16, atom 3 (H): 0.21, atom 4 (H): 0.15, atom 5 (H): -0.12, atom 6 (H): 0.20, atom 7 (H): 0.23, atom 8 (H): 0.06, atom 9 (O): 0.03, atom 10 (C): -0.30, atom 11 (C): -0.05, atom 12 (H): 0.11, atom 13 (H): 0.02, atom 14 (H): 0.08, atom 15 (H): 0.18

Below is a 2-piece molecular cluster, C3H10NO overall, with properties calculated with the ωB97M-V functional and the def2-TZVPD basis.

```
15
Properties=species:S:1:pos:R:3:forces:R:3
C -2.33609 -0.01870 0.19158 -0.056 -0.243 -0.466
C 0.83387 0.45330 -0.87534 2.305 1.148 -0.881
C 1.75619 -0.13610 0.10741 0.190 -1.337 0.162
O 1.94576 -1.51696 0.02115 -0.211 -0.090 -0.273
N -1.06469 0.29415 0.78436 -0.044 -1.390 0.309
H -2.13279 -0.63952 -0.68086 -0.267 0.144 -0.139
H -2.98781 0.82142 -0.05064 0.140 0.097 -0.091
H 0.98297 1.51048 -1.09861 -0.413 0.183 0.490
H 0.47918 -0.05807 -1.76603 -0.655 -0.597 0.513
H 1.34643 0.00133 1.11522 -0.018 0.427 0.199
H 2.73253 0.38144 0.13137 -0.342 0.460 -0.251
H 2.67960 -1.75031 -0.56102 -0.083 0.115 -0.023
H -2.89448 -0.66665 0.87604 0.208 0.123 0.240
H -0.26509 0.55024 0.12920 -0.994 0.019 0.623
H -1.07557 0.77394 1.67617 0.240 0.942 -0.412
```
Positions in Å, forces in eV/Å.

Computed properties:
Net charge: +1
ΔE to the lowest compared entry with this formula, charge and spin: 117.4 kcal per mole
Frontier orbital gap: 6.6 eV
Calculated total energy: -249.866678 Eh
Molecular weight: 76.12 g mol⁻¹

Want to see where the charge sits? The Löwdin charges in e are: atom 1 (C): -0.11, atom 2 (C): 0.23, atom 3 (C): -0.27, atom 4 (O): -0.01, atom 5 (N): 0.03, atom 6 (H): 0.09, atom 7 (H): 0.09, atom 8 (H): 0.13, atom 9 (H): 0.14, atom 10 (H): 0.15, atom 11 (H): 0.18, atom 12 (H): 0.12, atom 13 (H): 0.11, atom 14 (H): 0.01, atom 15 (H): 0.12

Below is an isolated ion of composition C3H10NO and charge +1, with properties calculated with the ωB97M-V functional and the def2-TZVPD basis.

```
15
Properties=species:S:1:pos:R:3:forces:R:3
C -0.45829 0.44428 0.88775 -1.351 4.005 -5.207
C 0.44348 0.06557 -0.32148 -1.829 2.890 -1.493
C 1.78854 0.68025 -0.32239 2.817 -1.479 2.199
O 0.36954 -1.23211 -0.64623 -0.251 -3.315 0.429
N -1.94444 0.04136 0.45206 2.405 -5.100 -0.788
H -0.47216 -0.01459 1.76629 1.275 -1.573 3.993
H -0.40424 1.64565 0.84874 -0.383 -2.862 0.771
H -0.11894 0.57469 -1.15332 0.173 0.322 0.393
H 1.91150 1.74282 -0.27477 -0.566 0.696 -0.815
H 2.50398 0.18531 -1.03485 -0.967 0.762 0.284
H 2.24096 0.43894 0.67104 -0.001 -0.237 -0.496
H 1.09066 -1.60814 -1.17136 -0.052 0.490 0.253
H -2.67957 0.59861 0.77541 -1.429 1.032 0.775
H -2.10808 -1.07824 0.67849 0.367 3.630 -0.047
H -1.95170 -0.05826 -0.56359 -0.208 0.739 -0.250
```
Positions in Å, forces in eV/Å.

Computed properties:
Net charge: +1
ΔE to the lowest compared entry with this formula, charge and spin: 42.3 kcal per mole
Frontier orbital gap: 10.9 eV
Calculated total energy: -249.986342 Eh
Molecular weight: 76.12 g mol⁻¹

Want to see where the charge sits? The Löwdin charges in e are: atom 1 (C): 0.00, atom 2 (C): -0.54, atom 3 (C): -0.03, atom 4 (O): 0.01, atom 5 (N): 0.18, atom 6 (H): 0.07, atom 7 (H): 0.20, atom 8 (H): 0.15, atom 9 (H): 0.09, atom 10 (H): 0.12, atom 11 (H): 0.11, atom 12 (H): 0.13, atom 13 (H): 0.13, atom 14 (H): 0.25, atom 15 (H): 0.14

Below is a 2-piece molecular cluster, C3H10NO overall, with properties calculated with the ωB97M-V functional and the def2-TZVPD basis.

```
15
Properties=species:S:1:pos:R:3:forces:R:3
O 3.19746 0.14887 0.75727 -0.749 -1.888 -0.554
C 2.11983 -0.65124 0.17029 1.979 -0.690 -1.097
C 1.14628 0.48871 -0.26968 -2.330 -1.691 3.203
N -0.13378 0.07926 -0.66024 2.153 2.212 -0.109
C -3.36477 0.32036 0.04797 0.409 0.194 1.619
H 3.92279 -0.45517 1.05782 -0.885 0.653 -0.255
H 1.61711 -1.35024 0.86900 0.138 0.821 0.116
H 2.46245 -1.37259 -0.67521 -0.373 1.656 0.968
H 1.04172 1.21315 0.65784 -0.046 -0.650 -1.675
H 1.56589 1.18388 -1.01363 0.137 0.407 -0.724
H -0.11157 -0.77703 -1.22164 0.127 -0.785 0.085
H -4.01733 0.83537 -0.65461 0.047 0.160 0.252
H -2.62188 -0.23721 -0.52287 0.135 0.256 0.086
H -2.89847 1.01744 0.85055 -0.687 -1.027 -1.675
H -3.92571 -0.44356 0.60713 -0.055 0.372 -0.241
```
Positions in Å, forces in eV/Å.

Computed properties:
Net charge: +1
ΔE to the lowest compared entry with this formula, charge and spin: 150.1 kcal per mole
Frontier orbital gap: 5.9 eV
Calculated total energy: -249.814629 Eh
Molecular weight: 76.12 g mol⁻¹

Want to see where the charge sits? The Löwdin charges in e are: atom 1 (O): -0.06, atom 2 (C): -0.19, atom 3 (C): -0.16, atom 4 (N): 0.43, atom 5 (C): -0.06, atom 6 (H): 0.13, atom 7 (H): 0.13, atom 8 (H): 0.16, atom 9 (H): 0.21, atom 10 (H): 0.22, atom 11 (H): 0.13, atom 12 (H): 0.02, atom 13 (H): -0.04, atom 14 (H): 0.05, atom 15 (H): 0.02

Below is an isolated ion of composition C3H10NO and charge +1, with properties calculated with the ωB97M-V functional and the def2-TZVPD basis.

```
15
Properties=species:S:1:pos:R:3:forces:R:3
C 0.59880 -0.73595 -0.12231 0.002 0.129 -1.648
C -0.03437 0.64882 -0.09899 -1.501 0.069 -0.352
C -0.18672 1.29576 -1.51656 0.561 -0.955 1.937
O -1.39508 0.32379 0.32229 0.941 0.359 0.676
N 0.86347 -1.36605 1.20871 0.950 0.089 0.599
H -0.15436 -1.36033 -0.60243 0.138 -0.038 -0.040
H 1.48859 -0.77659 -0.73740 0.372 -0.014 0.149
H 0.46440 1.38284 0.55425 -0.167 -0.415 0.163
H -0.49796 0.46561 -2.15554 0.273 0.580 -0.552
H 0.75526 1.80678 -1.70778 -0.061 -0.239 -0.828
H -0.97976 2.03174 -1.41172 -0.010 -0.052 -0.179
H -1.59285 0.84277 1.10346 -0.421 0.208 0.090
H 1.83489 -1.66348 1.36151 0.064 0.361 -0.437
H 0.36107 -2.24577 1.32947 -0.632 0.383 0.285
H 0.69531 -0.67748 1.94918 -0.509 -0.464 0.138
```
Positions in Å, forces in eV/Å.

Computed properties:
Net charge: +1
ΔE to the lowest compared entry with this formula, charge and spin: 17.5 kcal per mole
Frontier orbital gap: 10.9 eV
Calculated total energy: -250.025969 Eh
Molecular weight: 76.12 g mol⁻¹

Want to see where the charge sits? The Löwdin charges in e are: atom 1 (C): -0.12, atom 2 (C): -0.39, atom 3 (C): -0.01, atom 4 (O): -0.05, atom 5 (N): 0.21, atom 6 (H): 0.14, atom 7 (H): 0.14, atom 8 (H): 0.15, atom 9 (H): 0.09, atom 10 (H): 0.09, atom 11 (H): 0.09, atom 12 (H): 0.10, atom 13 (H): 0.18, atom 14 (H): 0.18, atom 15 (H): 0.18

Look up the molecular weight of the fifth one.
76.12 g mol⁻¹